Version 1
Below is the ion C2H9N5 with charge +2, with properties calculated with the ωB97M-V functional and the def2-TZVPD basis.

Output
HOMO level (alpha / beta): -19.32 / -19.33 eV
HOMO-LUMO gap (alpha / beta): 7.72 / 7.72 eV
total charge: +2
spin multiplicity: 1

Last column: natural (NBO) charge in e.
Cartesian coordinates (Å):
C (-0.142, -1.383, 0.515)  0.0551
C (-0.220, 1.747, 0.259)  -0.5133
N (-1.411, -1.370, 0.192)  0.0010
N (0.878, -0.527, 0.044)  0.1931
N (2.040, -1.055, -0.193)  -0.4839
N (-2.082, -0.494, -0.346)  -0.3557
N (0.581, 0.752, -0.373)  -0.3033
H (0.047, -2.284, 1.062)  0.2812
H (-0.446, 2.458, -0.620)  0.2947
H (-1.133, 1.499, 0.896)  0.2690
H (0.510, 2.268, 0.994)  0.2921
H (2.288, -2.059, -0.320)  0.4850
H (2.832, -0.469, 0.002)  0.4390
H (-3.035, -0.853, -0.544)  0.4465
H (-2.009, 0.556, -0.544)  0.4298
H (1.301, 1.214, -1.024)  0.4695

Version 2
Below is a cluster of 2 separate species, C2H9N5 in total, with properties calculated with the ωB97M-V functional and the def2-TZVPD basis.

Output
HOMO level (alpha / beta): -18.41 / -15.54 eV
HOMO-LUMO gap (alpha / beta): 8.27 / 3.67 eV
total charge: +2
spin multiplicity: 1

Last column: natural (NBO) charge in e.
Cartesian coordinates (Å):
C (-0.145, 0.863, 0.273)  -0.0690
C (-1.068, 0.698, 1.252)  -0.3336
N (1.103, -2.146, 0.906)  0.3374
N (-0.482, 1.054, -1.018)  0.1338
N (-1.660, 1.439, -1.441)  -0.5331
N (1.791, -2.776, 1.581)  -0.3561
N (0.505, 0.823, -1.835)  -0.5564
H (-0.731, 0.577, 2.302)  0.2447
H (0.860, 0.654, 0.374)  0.2038
H (-2.095, 0.928, 1.299)  0.2355
H (-2.398, 1.328, -0.801)  0.4240
H (-1.851, 1.289, -2.473)  0.4365
H (2.225, -2.409, 2.443)  0.4726
H (2.059, -3.781, 1.362)  0.4853
H (1.331, 0.530, -1.324)  0.4067
H (0.557, 0.929, -2.899)  0.4680

The data favor version 1; the next most stable structure lies 20.5 kcal/mol above it.

Version 1
Below is the molecule C2HN5O, with properties calculated with the ωB97M-V functional and the def2-TZVPD basis.

Output
HOMO level: -10.00 eV
HOMO-LUMO gap: 8.91 eV
total charge: 0
spin multiplicity: 1

Last column: natural (NBO) charge in e.
Cartesian coordinates (Å):
O (1.435, -0.977, 1.050)  -0.4817
C (0.863, -0.632, -0.071)  0.6847
N (-0.301, -0.992, -0.975)  -0.1273
N (-1.421, -0.721, -0.613)  -0.1108
C (-1.471, 0.076, 0.661)  0.1759
N (-0.599, 1.064, 0.735)  -0.3087
N (0.319, 1.569, -0.289)  0.0603
N (1.208, 0.721, -0.790)  -0.1551
H (-2.281, -0.335, 1.580)  0.2626

Version 2
Below is the molecule C2HN5O, with properties calculated with the ωB97M-V functional and the def2-TZVPD basis.

Output
HOMO level: -10.78 eV
HOMO-LUMO gap: 8.01 eV
total charge: 0
spin multiplicity: 1

Last column: natural (NBO) charge in e.
Cartesian coordinates (Å):
O (1.006, -1.686, -0.077)  -0.4731
C (0.222, -0.747, -0.596)  0.6501
N (-0.907, -0.608, -1.179)  -0.1239
N (-1.538, 0.240, -0.388)  -0.0661
C (-0.978, 0.459, 0.946)  0.1255
N (0.132, 0.712, 1.459)  -0.2162
N (1.082, 1.234, 0.399)  0.0572
N (0.978, 0.541, -0.735)  -0.1657
H (-1.740, 0.390, 1.625)  0.2123

The data favor version 1; the next most stable structure lies 6.1 kcal/mol above it.

Version 1
Below is the molecule C9H7NO2, with properties calculated with the ωB97M-V functional and the def2-TZVPD basis.

Output
HOMO level: -8.47 eV
HOMO-LUMO gap: 8.76 eV
total charge: 0
spin multiplicity: 1

Last column: natural (NBO) charge in e.
Cartesian coordinates (Å):
O (3.284, -1.485, -0.147)  -0.6257
C (2.152, -0.858, -0.021)  0.5803
N (0.998, -1.368, 0.277)  -0.5782
C (-0.233, -0.669, 0.486)  0.1821
C (-1.413, -1.348, 0.218)  -0.2684
C (-2.630, -0.841, -0.309)  -0.1802
C (-2.839, 0.655, -0.163)  -0.2352
C (-1.534, 1.264, 0.028)  -0.1748
C (-0.365, 0.691, 0.545)  -0.0757
C (1.050, 1.359, 0.251)  -0.2931
C (2.261, 0.706, -0.071)  0.2706
O (3.553, 0.988, -0.191)  -0.6367
H (0.958, -2.440, -0.183)  0.4365
H (-1.369, -2.423, 0.426)  0.2079
H (-3.372, -1.780, -0.732)  0.2394
H (-3.843, 1.057, -0.712)  0.2489
H (-1.613, 2.247, 0.093)  0.2014
H (1.068, 2.357, -0.009)  0.1976
H (3.889, 1.889, 0.214)  0.5032

Version 2
Below is a structure of composition C9H7NO2, with properties calculated with the ωB97M-V functional and the def2-TZVPD basis.

Output
HOMO level: -9.30 eV
HOMO-LUMO gap: 9.13 eV
total charge: 0
spin multiplicity: 1

Last column: natural (NBO) charge in e.
Cartesian coordinates (Å):
C (3.537, 0.027, 0.019)  0.7710
C (2.263, 0.796, 0.316)  -0.5925
C (1.194, -0.239, -0.072)  0.2065
C (-0.196, -0.172, -0.038)  -0.1566
C (-0.910, 0.991, -0.295)  -0.1734
C (-2.254, 1.113, -0.272)  -0.1704
C (-2.965, -0.011, -0.003)  -0.2505
C (-2.460, -1.237, 0.191)  -0.2006
C (-0.991, -1.318, 0.227)  -0.1385
H (2.111, 1.234, 1.501)  0.2798
H (1.981, 1.711, -0.401)  0.2683
H (-0.373, 1.715, -0.580)  0.1864
H (-2.740, 2.348, -0.461)  0.2263
H (-4.031, -0.007, -0.088)  0.2176
H (-3.146, -2.290, 0.346)  0.2404
H (-0.569, -2.490, 0.324)  0.2446
N (1.786, -1.411, -0.469)  -0.0785
O (4.595, 0.444, 0.103)  -0.5181
O (3.169, -1.204, -0.347)  -0.3620

Version 3
Below is the molecule C9H7NO2, with properties calculated with the ωB97M-V functional and the def2-TZVPD basis.

Output
HOMO level: -9.61 eV
HOMO-LUMO gap: 9.06 eV
total charge: 0
spin multiplicity: 1

Last column: natural (NBO) charge in e.
Cartesian coordinates (Å):
O (-1.138, 2.563, -0.261)  -0.4895
C (-0.980, 1.373, -0.060)  0.5136
C (-1.963, 0.294, -0.068)  0.1153
N (-3.191, 0.530, -0.014)  -0.0405
O (-3.941, -0.616, 0.318)  -0.5722
C (-1.131, -1.040, -0.153)  -0.4711
C (0.370, -0.668, -0.220)  0.0265
C (1.557, -1.294, -0.190)  -0.2397
C (2.746, -0.556, -0.002)  -0.1604
C (2.738, 0.826, 0.222)  -0.2342
C (1.511, 1.393, 0.104)  -0.1307
C (0.334, 0.679, 0.060)  -0.1803
H (-4.792, -0.558, -0.121)  0.4808
H (-1.255, -1.632, 0.773)  0.2430
H (-1.510, -1.668, -0.899)  0.2372
H (1.756, -2.443, -0.256)  0.2259
H (3.708, -1.149, 0.155)  0.2174
H (3.624, 1.476, 0.532)  0.2320
H (1.555, 2.491, 0.081)  0.2268

The data favor version 3; the next most stable structure lies 43.3 kcal/mol above it.

Version 1
Below is the molecule C4H5ClOS, with properties calculated with the ωB97M-V functional and the def2-TZVPD basis.

Output
HOMO level: -9.30 eV
HOMO-LUMO gap: 9.60 eV
total charge: 0
spin multiplicity: 1

Last column: natural (NBO) charge in e.
Cartesian coordinates (Å):
C (0.393, 0.474, -0.909)  -0.6234
C (-0.937, 0.015, -0.368)  -0.2637
C (-2.104, 0.891, -0.120)  0.5477
O (-2.210, 2.071, -0.250)  -0.4886
Cl (-3.615, -0.056, 0.234)  -0.1169
C (-0.776, -1.287, 0.959)  -0.4278
S (-1.168, -1.711, -0.694)  0.2736
H (1.091, -0.267, -0.750)  0.2247
H (0.578, 1.475, -0.376)  0.2189
H (0.502, 0.719, -1.907)  0.2303
H (0.197, -1.280, 1.213)  0.2058
H (-1.560, -1.288, 1.595)  0.2193

Version 2
Below is the molecule C4H5ClOS, with properties calculated with the ωB97M-V functional and the def2-TZVPD basis.

Output
HOMO level: -9.15 eV
HOMO-LUMO gap: 8.90 eV
total charge: 0
spin multiplicity: 1

Last column: natural (NBO) charge in e.
Cartesian coordinates (Å):
C (1.445, 0.114, 1.040)  -0.1827
C (0.685, 0.098, -0.015)  -0.0197
C (-0.578, 0.499, -0.712)  -0.5423
C (1.913, -0.811, -0.140)  -0.3988
O (-2.647, 1.108, 1.370)  -0.8676
S (-2.604, 0.910, -0.051)  1.2365
Cl (-3.107, -1.153, -0.315)  -0.2991
H (1.431, 0.213, 2.102)  0.2297
H (-0.763, -0.251, -1.459)  0.2374
H (-0.297, 1.536, -0.920)  0.2369
H (2.813, -0.464, -0.803)  0.1893
H (1.708, -1.799, -0.097)  0.1803

The data favor version 1; the next most stable structure lies 63.9 kcal/mol above it.

Version 1
Below is a structure of composition CH3BrCl2OSi, with properties calculated with the ωB97M-V functional and the def2-TZVPD basis.

Output
HOMO level: -9.45 eV
HOMO-LUMO gap: 9.10 eV
total charge: 0
spin multiplicity: 1

Last column: natural (NBO) charge in e.
Cartesian coordinates (Å):
C (-1.367, 0.118, 0.834)  -0.2450
O (-0.912, -0.059, -0.474)  -0.7791
Si (1.296, -0.007, -0.874)  1.4132
Cl (1.474, 0.580, -2.791)  -0.3029
Cl (1.990, 0.972, 0.634)  -0.2978
Br (2.216, -2.072, -0.889)  -0.2704
H (-0.605, 0.582, 1.349)  0.1567
H (-1.716, -0.729, 1.465)  0.1507
H (-2.376, 0.615, 0.745)  0.1747

Version 2
Below is a cluster of 2 separate species, CH3BrCl2OSi in total, with properties calculated with the ωB97M-V functional and the def2-TZVPD basis.

Output
HOMO level: -8.21 eV
HOMO-LUMO gap: 7.65 eV
total charge: 0
spin multiplicity: 1

Last column: natural (NBO) charge in e.
Cartesian coordinates (Å):
C (1.580, 0.046, -0.288)  -0.2350
O (0.709, -0.561, 0.520)  -0.7938
Si (-1.800, -0.126, 0.298)  1.3275
Cl (-1.800, 0.893, -1.392)  -0.2925
Cl (-2.067, -2.064, 0.290)  -0.2595
Br (-2.209, 1.159, 1.950)  -0.1787
H (1.218, -0.047, -1.366)  0.1324
H (2.544, -0.396, 0.002)  0.1742
H (1.825, 1.097, -0.015)  0.1254

The data favor version 1; the next most stable structure lies 28.2 kcal/mol above it.

Version 1
Below is a cluster of 2 separate species, C8H16N2 in total, with properties calculated with the ωB97M-V functional and the def2-TZVPD basis.

Output
HOMO level (alpha / beta): -13.96 / -13.96 eV
HOMO-LUMO gap (alpha / beta): 10.22 / 6.10 eV
total charge: +1
expectation value of S²: 0.761
spin multiplicity: 2

Last column: Mulliken spin population.
Cartesian coordinates (Å):
C (1.892, 0.189, 0.718)  0.0579
C (3.092, 1.108, 0.487)  0.0497
C (0.902, 0.771, 1.678)  0.2939
C (-0.125, 1.627, 1.232)  0.3663
C (-0.351, 1.152, 3.320)  0.2848
N (0.784, 0.544, 3.019)  -0.0748
N (-0.924, 1.867, 2.295)  -0.0113
H (1.393, 0.190, -0.268)  0.0069
H (2.109, -0.825, 1.005)  0.0013
H (3.840, 1.108, 1.309)  -0.0032
H (-0.187, 2.046, 0.235)  0.0214
H (-0.774, 1.231, 4.314)  0.0121
H (-1.764, 2.426, 2.377)  -0.0030
H (2.804, 2.166, 0.348)  -0.0030
H (3.805, 0.727, -0.243)  0.0018
C (-1.068, -1.149, -1.721)  0.0010
C (-1.125, -1.422, -3.242)  -0.0002
C (-2.236, -1.796, -0.898)  -0.0015
H (-0.112, -1.499, -1.294)  -0.0029
H (-1.107, -0.065, -1.728)  0.0018
H (-2.132, -1.363, -3.642)  0.0000
H (-0.838, -2.438, -3.487)  0.0001
H (-2.889, -1.110, -0.363)  0.0005
H (-2.843, -2.380, -1.608)  0.0002
H (-0.449, -0.615, -3.582)  0.0001
H (-1.696, -2.490, -0.260)  0.0002

Version 2
Below is a cluster of 2 separate species, C8H16N2 in total, with properties calculated with the ωB97M-V functional and the def2-TZVPD basis.

Output
HOMO level (alpha / beta): -13.37 / -13.38 eV
HOMO-LUMO gap (alpha / beta): 9.44 / 5.38 eV
total charge: +1
expectation value of S²: 0.760
spin multiplicity: 2

Last column: Mulliken spin population.
Cartesian coordinates (Å):
C (-1.124, 2.386, 0.157)  0.0115
C (-2.681, 0.013, 2.167)  0.2700
C (-2.110, 1.437, 0.665)  0.3412
C (-3.392, 0.967, 0.326)  0.3433
N (-1.752, 0.881, 1.885)  -0.0841
N (-3.806, 0.175, 1.331)  0.0323
H (-2.763, -0.721, 2.955)  0.0147
H (-4.672, -0.341, 1.331)  -0.0042
H (-4.108, 1.093, -0.472)  0.0030
H (-0.386, 2.584, 0.930)  0.0011
H (-1.481, 3.306, -0.308)  0.0184
H (-0.502, 1.893, -0.608)  0.0452
C (1.599, -1.046, -0.753)  -0.0001
C (2.282, -1.715, -1.997)  0.0003
C (2.129, -1.690, 0.532)  0.0002
C (1.948, 0.453, -0.723)  0.0079
H (0.525, -1.120, -0.956)  -0.0002
H (3.107, -2.398, -1.777)  0.0001
H (2.848, -0.962, -2.540)  0.0000
H (3.096, -1.303, 0.866)  0.0000
H (1.412, -1.538, 1.342)  0.0000
H (2.436, -2.722, 0.410)  0.0000
H (1.874, 0.912, -1.723)  0.0005
H (1.135, 0.981, -0.242)  -0.0011
H (2.897, 0.661, -0.245)  0.0003
H (1.489, -2.183, -2.553)  -0.0001

The data favor version 1; the next most stable structure lies 4.4 kcal/mol above it.